Record 1
129
Properties=species:S:1:pos:R:3:mulliken_charge:R:1 method="wB97M-V/def2-TZVPD" charge=+1 homo_lumo_gap_ha=0.28885 mol_weight_g_mol=1206.80 e_tot_ev=-134854.069 e_above_lowest_ev=0.7310 lumo_ev=-4.66
C 0.8189 6.5212 2.6168 -1.255
C 1.4426 5.3123 1.8553 -0.296
N 0.4196 4.2509 1.4817 0.065
C 1.0558 2.9665 1.9173 -0.899
C 0.1471 1.7174 1.6371 -1.332
N 0.8511 0.6140 0.8903 1.231
C 2.0198 0.2547 1.4173 0.215
C 2.7499 -0.8105 0.7372 0.575
C 4.1341 -1.2637 1.2311 -0.617
C 5.0585 0.0263 1.2000 -0.884
C 5.2632 0.5491 -0.2894 -0.489
C 6.7139 1.0439 -0.4732 0.647
F 7.0453 1.9792 0.4813 -0.300
F 7.5415 -0.0409 -0.3428 -0.315
C 7.0002 1.7206 -1.8744 0.703
F 7.6222 2.9158 -1.7584 -0.250
F 7.8690 0.9301 -2.5615 -0.282
F 5.9069 1.8521 -2.6559 -0.257
C 2.0580 -1.3611 -0.3941 -0.452
C 0.7235 -0.8388 -0.8131 -0.893
N 0.1888 0.1661 -0.1291 -1.126
C 0.3313 4.3382 0.0367 0.229
C 1.0153 3.3868 -0.9865 -0.114
O -0.3108 5.2454 -0.4124 -0.666
H 0.4134 7.3190 1.9619 0.283
H 0.0751 6.1353 3.3495 0.303
H 1.6410 7.0008 3.2096 0.368
H 2.2274 4.8756 2.5230 0.496
H 1.9983 5.6108 0.9277 0.322
H 2.0661 2.9338 1.4456 0.794
H 1.1450 3.0560 3.0275 0.624
H -0.1435 1.2561 2.6121 0.371
H -0.8079 1.9878 1.1345 0.469
H 2.4292 0.7404 2.3243 0.656
H 4.0273 -1.5220 2.3052 -0.122
H 4.5768 -2.0866 0.6333 0.490
H 6.0153 -0.1424 1.7337 0.577
H 4.5335 0.8648 1.7243 0.309
H 4.5924 1.4110 -0.5200 0.085
H 4.9808 -0.2961 -0.9521 0.411
H 2.5005 -2.2002 -0.9637 0.508
H 0.2225 -1.2877 -1.6904 0.609
H 1.8380 2.7571 -0.5801 -0.472
H 0.2137 2.7220 -1.3934 0.214
H 1.4688 4.0071 -1.7952 0.392
C -4.3733 -3.9360 0.4127 -1.152
C -3.7431 -5.1927 -0.1521 -0.077
O -2.6790 -4.8773 -1.0765 -0.323
C -1.5357 -4.4799 -0.5363 0.388
O -1.3272 -4.3656 0.6398 -0.571
C -0.4949 -4.2131 -1.6245 0.856
F -0.9698 -3.4356 -2.6134 -0.277
F -0.0718 -5.3453 -2.1985 -0.266
F 0.5989 -3.5914 -1.1368 -0.206
H -4.7191 -3.2874 -0.3945 0.334
H -5.2167 -4.1856 1.0556 0.393
H -3.6560 -3.3593 0.9985 0.298
H -4.4877 -5.7503 -0.7187 0.327
H -3.3773 -5.8534 0.6360 0.226
C -2.7598 5.4366 -1.9368 -0.921
C -4.0968 4.7800 -1.6613 -0.265
O -4.8741 4.6401 -2.8657 -0.293
C -4.4978 3.6623 -3.6875 0.315
O -3.5812 2.9143 -3.4920 -0.534
C -5.4207 3.6027 -4.9060 0.927
F -5.5949 4.8061 -5.4720 -0.249
F -6.6450 3.1450 -4.5735 -0.223
F -4.9501 2.7940 -5.8609 -0.251
H -2.9033 6.3971 -2.4360 0.335
H -2.2149 5.5947 -1.0139 0.318
H -2.1438 4.8255 -2.5974 0.276
H -4.6795 5.4096 -0.9891 0.360
H -3.9797 3.8102 -1.1730 0.283
C -8.8956 1.2435 -4.9871 -1.095
C -8.7568 1.0859 -3.4865 -0.081
O -10.0266 0.8173 -2.8662 -0.342
C -10.4951 -0.4242 -3.0099 0.334
O -9.9396 -1.3023 -3.6044 -0.504
C -11.8302 -0.5791 -2.2789 0.892
F -12.6871 0.4115 -2.5770 -0.244
F -11.6615 -0.5647 -0.9434 -0.253
F -12.4406 -1.7278 -2.5843 -0.237
H -9.6299 2.0162 -5.2227 0.299
H -7.9423 1.5108 -5.4353 0.301
H -9.2452 0.3222 -5.4543 0.375
H -8.3941 2.0187 -3.0554 0.255
H -8.0356 0.3086 -3.2254 0.293
C 0.4890 -7.7040 2.6100 -1.259
C -0.3526 -6.5738 3.1688 0.157
O -1.6571 -7.0375 3.5583 -0.276
C -1.7151 -7.7257 4.7027 0.339
O -0.7764 -7.9715 5.4018 -0.510
C -3.1587 -8.1284 5.0103 0.852
F -3.7616 -8.6941 3.9497 -0.245
F -3.9000 -7.0611 5.3608 -0.249
F -3.2331 -9.0044 6.0143 -0.233
H -0.0301 -8.1928 1.7829 0.328
H 1.4503 -7.3293 2.2564 0.354
H 0.6770 -8.4702 3.3628 0.371
H -0.5104 -5.8209 2.3974 0.126
H 0.1405 -6.0770 4.0065 0.302
C 5.3360 5.1769 -1.7758 -0.736
C 5.3354 5.2464 -3.2893 -0.252
O 4.1405 5.8772 -3.7806 -0.345
C 4.0890 7.2083 -3.6590 0.346
O 4.9507 7.8852 -3.1811 -0.509
C 2.7831 7.7472 -4.2463 0.888
F 1.7103 7.0693 -3.7956 -0.220
F 2.7734 7.6522 -5.5864 -0.254
F 2.5879 9.0320 -3.9422 -0.244
H 4.4331 4.6737 -1.4175 -0.027
H 6.2095 4.6395 -1.4145 0.274
H 5.3407 6.1728 -1.3313 0.444
H 5.3437 4.2373 -3.7011 0.311
H 6.2211 5.7565 -3.6717 0.332
C 5.5955 -6.5131 6.0920 -1.117
C 5.6215 -6.4042 4.5810 -0.213
O 4.4559 -5.7122 4.0843 -0.250
C 4.4519 -4.3921 4.2357 0.137
O 5.3267 -3.7501 4.7416 -0.527
C 3.1773 -3.7931 3.6397 1.062
F 2.0724 -4.4295 4.0491 -0.216
F 3.1844 -3.8546 2.2890 -0.260
F 3.0169 -2.5001 3.9693 -0.285
H 4.6713 -6.9900 6.4236 0.299
H 6.4448 -7.0946 6.4493 0.386
H 5.6321 -5.5302 6.5630 0.324
H 5.5970 -7.4017 4.1435 0.329
H 6.5313 -5.9184 4.2242 0.322

***

Record 2
18
Properties=species:S:1:pos:R:3:mulliken_spin:R:1 method="wB97M-V/def2-TZVPD" charge=-2 homo_lumo_gap_ha="0.10356 / 0.29662" mol_weight_g_mol=103.14 e_tot_ev=-9455.883 s2=0.751 e_above_lowest_ev=0.1938 lumo_ev="6.64 / 6.56" spin_multiplicity=2
C 1.8881 1.7583 -0.8617 2.084
C 0.8879 2.4057 0.0777 2.541
H 1.9336 0.6813 -0.7546 0.059
H 1.6824 1.9870 -1.9217 -0.487
H 2.8931 2.2049 -0.7843 -1.167
H -0.0583 1.8708 -0.0524 0.130
H 1.1623 2.3025 1.1317 -0.215
H 0.7315 3.4706 -0.1131 -1.788
C -0.8388 -1.3171 0.6860 -0.491
C -1.7421 -1.1177 -0.5121 0.257
C -0.4961 -2.7876 1.0418 0.181
O -1.4970 -3.5127 1.2773 -0.017
O 0.7180 -3.0956 1.0365 -0.019
H 0.0539 -0.7047 0.7001 0.153
H -1.3533 -0.9974 1.5892 -0.079
H -2.7888 -1.3198 -0.2846 0.106
H -1.4614 -1.7354 -1.3670 -0.060
H -1.7150 -0.0931 -0.8887 -0.187

***

Record 3
38
Properties=species:S:1:pos:R:3:nbo_charge:R:1 method="wB97M-V/def2-TZVPD" charge=+1 homo_lumo_gap_ha=0.36350 mol_weight_g_mol=216.20 e_tot_ev=-24426.896 e_above_lowest_ev=3.3564 lumo_ev=-3.29
N -0.0211 0.2951 0.1697 -0.911
H -0.5577 -0.4855 0.6998 0.477
H 0.2812 1.0707 0.7912 0.481
H -0.8807 0.7312 -0.4158 0.464
H 0.6513 -0.0914 -0.4513 0.457
O -3.2235 1.1809 1.4942 -0.967
H -4.0045 1.4666 2.0152 0.510
H -3.5160 0.9076 0.5605 0.477
O 2.5886 0.0927 -1.8329 -0.967
H 2.8121 0.3615 -2.8135 0.506
H 3.5678 0.1946 -1.5137 0.487
O -1.0025 3.2399 -1.2666 -0.996
H -0.0028 3.1519 -1.1876 0.504
H -1.3672 3.2645 -2.1148 0.482
O 2.0746 2.1271 2.2001 -0.950
H 2.2435 3.0172 1.8442 0.485
H 1.6706 2.2269 2.9809 0.470
O 2.2370 -2.6774 -2.0066 -0.954
H 1.2734 -2.5683 -2.2019 0.497
H 2.5697 -2.0803 -1.5291 0.440
O -0.4936 -2.2773 -1.9864 -0.999
H -1.1885 -1.5366 -1.9260 0.497
H -1.0233 -3.0783 -1.8318 0.485
O -2.4274 -0.3776 -2.1805 -0.959
H -2.7631 -0.2196 -3.0410 0.514
H -3.0465 -0.3526 -1.4971 0.484
O 1.8447 2.6889 -0.9754 -1.000
H 2.0457 3.5477 -1.0503 0.477
H 2.6074 1.9972 -1.2860 0.518
O -1.5728 -0.2849 3.1229 -0.974
H -2.0778 -1.1171 3.3648 0.480
H -2.2505 0.0264 2.5126 0.480
O -1.0507 -3.2907 1.5931 -0.949
H -0.1377 -2.8967 1.6962 0.487
H -0.8698 -3.6908 0.7850 0.458
O 1.4643 -1.7934 2.2437 -0.973
H 1.2164 -1.4868 3.0801 0.488
H 2.3295 -1.2834 1.9542 0.494

***

Record 4
15
Properties=species:S:1:pos:R:3:nbo_charge:R:1 method="wB97M-V/def2-TZVPD" charge=0 homo_lumo_gap_ha=0.41219 mol_weight_g_mol=82.10 e_tot_ev=-8377.936 e_above_lowest_ev=0.6166 lumo_ev=0.68 smiles="C=C.O.O.O"
C -1.2720 1.0953 -0.9384 -0.423
C -1.6022 1.2496 -2.2078 -0.369
H -1.5022 0.2148 -0.3597 0.214
H -0.9398 1.9305 -0.3319 0.191
H -1.9747 0.4150 -2.7878 0.194
H -1.4295 2.1562 -2.7630 0.193
H 2.1247 -1.8561 1.2349 0.479
H 1.3755 -0.7801 0.4657 0.492
O 1.2340 -1.5747 1.0026 -0.977
H -1.7553 -1.6671 2.6600 0.464
H -0.6704 -1.3824 1.6299 0.491
O -1.3091 -0.9393 2.2097 -0.961
H 2.5391 1.3656 -0.1550 0.480
H 1.3834 0.7867 -1.0084 0.486
O 2.2790 0.6094 -0.6924 -0.954

***

Record 5
22
Properties=species:S:1:pos:R:3:mulliken_spin:R:1 method="wB97M-V/def2-TZVPD" charge=0 homo_lumo_gap_ha="0.12328 / 0.31517" mol_weight_g_mol=133.18 e_tot_ev=-12362.227 s2=0.753 e_above_lowest_ev=3.1482 lumo_ev="0.69 / 0.65" spin_multiplicity=2
C -1.9014 -1.8461 -1.1989 -0.005
C -2.3024 -0.9498 -0.0829 0.056
O -1.8051 0.0445 0.3397 -0.064
N -3.3850 -1.4544 0.6420 0.002
H -2.8027 -2.1110 -1.8354 0.001
H -1.3599 -2.6640 -0.7187 -0.003
H -3.9244 -1.0503 1.3700 0.001
H -3.8652 -2.1310 0.2861 0.002
H -1.4810 -1.2010 -2.0574 0.015
C 3.6119 1.5727 0.4653 -0.018
C 1.4187 0.6159 -0.0028 0.914
N 2.6244 1.1207 -0.4474 0.034
N 1.0411 0.6306 1.3089 -0.011
N 0.6122 0.3500 -1.0084 0.135
H 2.9618 0.8466 -1.4242 0.017
H 3.4149 1.8927 1.4090 -0.014
H 4.0037 2.4547 -0.0131 0.030
H 1.4026 1.1528 1.9587 0.005
H 0.1181 0.2738 1.6842 -0.005
H 0.6285 -0.0222 -1.8816 -0.021
H -0.3818 0.4927 -0.6259 -0.072
H 4.5163 0.8246 0.5807 0.003

***

Record 6
54
Properties=species:S:1:pos:R:3:mulliken_spin:R:1 method="wB97M-V/def2-TZVPD" charge=0 homo_lumo_gap_ha="0.13092 / 0.20430" mol_weight_g_mol=682.45 e_tot_ev=-131108.449 s2=6.017 lumo_ev="-0.97 / -1.00" spin_multiplicity=5
Ru -0.1505 -1.2153 -0.0332 3.157
C 1.9522 1.9999 3.4624 -0.001
C 0.6540 1.6822 4.0734 0.000
O -0.1108 0.9200 3.0693 0.006
P 0.1422 -0.5956 2.7828 -0.051
S 1.7586 -0.9828 1.5650 0.167
S -1.5600 -1.3949 1.8681 0.198
O 0.2705 -1.3740 4.2108 -0.004
C -0.8000 -2.3657 4.7193 0.011
C -0.1974 -3.7318 4.7884 0.002
H 2.5037 2.6920 4.1056 0.001
H 1.7774 2.4808 2.5073 -0.001
H 2.5555 1.0958 3.3336 0.002
H 0.0854 2.5865 4.3377 0.000
H 0.7327 0.9597 4.8576 0.000
H -1.6665 -2.3031 4.0246 -0.003
H -0.9645 -1.9893 5.7620 -0.002
H -0.4536 -4.2252 3.8139 0.000
H -0.4635 -4.4776 5.6195 0.000
H 0.9009 -3.6641 4.8039 0.001
C 1.3388 3.2052 -0.9264 0.001
C 1.3528 1.7093 -0.4938 0.003
N -0.0686 1.1137 -0.5271 0.075
C -0.4388 1.1699 -1.9800 -0.025
C -0.4390 2.6231 -2.4937 0.006
N -0.0615 3.6355 -1.4556 0.000
C -1.0844 3.4377 -0.3300 0.004
C -0.9191 2.0216 0.2558 -0.015
H 2.0871 3.4084 -1.6978 -0.001
H 1.5677 3.8149 -0.0050 0.000
H 1.7382 1.5861 0.5164 0.008
H 1.9863 1.0260 -1.2003 -0.003
H -1.4651 0.7653 -2.0917 0.006
H 0.2341 0.5099 -2.5894 0.000
H -1.5046 2.7734 -2.8347 -0.001
H 0.2421 2.7342 -3.3320 -0.001
H -0.0835 4.5808 -1.7984 0.000
H -2.1322 3.5954 -0.7055 0.000
H -0.8958 4.1386 0.5379 -0.001
H -1.8866 1.4998 0.2798 0.005
H -0.5830 2.0435 1.3415 0.007
I 2.1099 -1.7599 -1.5491 0.155
Se -1.9616 -2.2043 -1.3125 0.286
C -1.3002 -2.7898 -3.0385 -0.001
C -0.2560 -3.7071 -3.1916 0.014
C 0.3719 -3.9268 -4.3904 -0.003
C 0.0576 -3.1745 -5.4823 0.015
C -0.9681 -2.2316 -5.3600 -0.006
C -1.6837 -2.1130 -4.1825 0.000
H 0.0625 -4.2549 -2.3330 -0.003
H 1.1602 -4.6472 -4.4164 -0.001
H 0.3784 -3.4597 -6.4698 0.001
H -1.4083 -1.7937 -6.2560 -0.001
H -2.5140 -1.4270 -4.1599 -0.007